[1]
C22H24N9PPd | ωB97M-V/def2-TZVPD

ORCA input file:
```
! RIJCOSX wB97M-V def2-TZVPD def2/J DEFGRID3
* xyz 2 1
Pd -0.25726 0.80829 0.36761
C 1.38233 -2.44990 4.30531
N 0.79625 -1.20846 3.81693
C 0.35182 -0.18089 4.59170
C -0.11088 0.78393 3.74205
N 0.04770 0.35101 2.46313
C 0.59795 -0.86070 2.52246
P 1.10826 -1.92346 1.14003
C 2.12614 -0.67340 0.25137
N 1.97348 0.65632 0.26809
C 3.01515 1.18449 -0.42869
C 3.82627 0.16935 -0.85583
N 3.26949 -0.99438 -0.41306
C 3.77643 -2.32584 -0.70863
C -0.49218 -1.93821 0.22421
N -1.47759 -1.03291 0.27669
C -2.54173 -1.56550 -0.37954
C -2.21187 -2.81483 -0.82909
N -0.92895 -3.04947 -0.43480
C -0.15397 -4.23349 -0.77253
H 1.36143 -2.44873 5.39084
H 2.41608 -2.53957 3.97723
H 0.81462 -3.30670 3.94891
H 0.40065 -0.20645 5.66671
H -0.52328 1.74577 3.99466
H 3.13686 2.24726 -0.55173
H 4.74926 0.19197 -1.41044
H 4.86021 -2.29477 -0.78111
H 3.37981 -2.68360 -1.65956
H 3.49487 -3.02005 0.07888
H -3.48057 -1.04474 -0.46371
H -2.78886 -3.54577 -1.37012
H -0.80967 -5.09855 -0.82613
H 0.60055 -4.41600 -0.01155
H 0.33417 -4.10771 -1.73945
N -1.74250 2.88158 -2.08383
C -0.99891 1.85171 -2.60709
C -0.93501 1.77228 -4.00924
C -0.22598 0.76295 -4.60535
C 0.42047 -0.17357 -3.79760
C 0.32185 -0.02742 -2.44037
N -0.36371 0.96399 -1.83593
C -2.07906 3.22967 -0.78959
C -2.84092 4.39340 -0.61380
C -3.21057 4.77384 0.65266
C -2.82507 3.98671 1.73504
C -2.08531 2.85854 1.47967
N -1.70944 2.48133 0.24034
H -2.13484 3.49490 -2.77819
H -1.45867 2.50822 -4.60463
H -0.17265 0.69133 -5.68308
H 0.99022 -0.98742 -4.22149
H 0.80556 -0.73405 -1.78353
H -3.12682 4.97771 -1.47897
H -3.79606 5.67008 0.80555
H -3.09077 4.24997 2.74811
H -1.78482 2.19991 2.28048
*
```

Summary:
frontier orbital gap (spin up / spin down): 7.2 / 7.2 eV
LUMO (spin up / spin down): -6.6 / -6.6 eV
E_tot: -49370.4070 eV



[2]
CH6OSi | ωB97M-V/def2-TZVPD

ORCA input file:
```
! RIJCOSX wB97M-V def2-TZVPD def2/J DEFGRID3
* xyz 0 1
C 1.38210 -0.17267 0.03272
O 0.13033 -0.70182 -0.28799
Si -1.37947 -0.13455 0.10100
H 2.13598 -0.77545 -0.38362
H 1.51160 -0.16472 1.14731
H 1.39901 1.02598 -0.44353
H -2.24526 -1.19409 -0.41875
H -1.09188 1.20764 -0.42780
H -1.88054 0.30156 1.57990
*
```

Summary:
frontier orbital gap: 11.1 eV
structure (SMILES): CO[SiH3]
LUMO: 0.9 eV
energy above the lowest of the compared OMol25 structures with the same formula, charge and spin: 163.6 kJ/mol
E_tot: -11058.3003 eV



[3]
C33H29F6GaN3O5PS3 | ωB97M-V/def2-TZVPD

ORCA input file:
```
! RIJCOSX wB97M-V def2-TZVPD def2/J DEFGRID3
* xyz 2 1
Ga -0.35756 0.74768 0.09197
F -5.57530 1.29601 -0.57905
C -5.06223 0.11794 -0.29281
F -4.75478 -0.52927 -1.40584
F -5.90125 -0.59117 0.43042
S -3.47950 0.34313 0.71556
O -2.39883 0.07979 -0.26264
O -3.56961 -0.51633 1.84345
N -3.38537 1.87198 1.13880
S -2.66460 2.79535 0.09796
O -1.17123 2.50902 0.10990
O -3.20449 2.91930 -1.21154
C -2.72969 4.44521 0.94626
F -2.28394 4.34314 2.18274
F -3.97331 4.86292 0.92869
F -1.94981 5.25875 0.24919
C -0.44402 0.75112 5.24851
C -0.68954 0.88932 3.74097
C -0.15986 2.24071 3.28162
C -0.00980 -0.28336 3.03492
C -0.42514 -1.62932 3.62786
O -0.52682 -2.50456 2.47879
C -0.60960 -1.76286 1.40237
N -0.36150 -0.49256 1.58872
C -1.00799 -2.52479 0.19084
C -1.72887 -3.68903 0.45645
C -2.18634 -4.50279 -0.57047
C -1.91565 -4.17144 -1.88354
C -1.20279 -3.01213 -2.16639
C -0.74881 -2.17987 -1.15322
P 0.11502 -0.68175 -1.68652
C -0.48502 -0.13954 -3.28413
C -1.60803 0.68146 -3.37924
C -2.06623 1.07295 -4.62682
C -1.41506 0.63949 -5.77337
C -0.29892 -0.18326 -5.68118
C 0.17433 -0.57088 -4.43925
C 1.86108 -1.07176 -1.82990
C 2.73289 -0.06686 -2.25502
C 4.08910 -0.32461 -2.33150
C 4.57721 -1.58214 -1.99136
C 3.71143 -2.58491 -1.58327
C 2.34794 -2.33346 -1.49993
H -0.83978 1.62190 5.76813
H 0.62610 0.70158 5.46369
H -0.92162 -0.12415 5.68584
H -1.76572 0.82033 3.54498
H 0.92267 2.29999 3.42799
H -0.61461 3.03498 3.87215
H -0.37918 2.46096 2.23836
H 1.07574 -0.14714 3.09029
H -1.41444 -1.59734 4.08473
H 0.29661 -2.06718 4.31042
H -1.95004 -3.95554 1.47822
H -2.75575 -5.39021 -0.33303
H -2.26314 -4.79819 -2.69298
H -1.01774 -2.74834 -3.20083
H -2.14305 1.01203 -2.49713
H -2.92931 1.71947 -4.70008
H -1.77604 0.94514 -6.74555
H 0.20457 -0.51861 -6.57709
H 1.05578 -1.19659 -4.37077
H 2.35375 0.91002 -2.53704
H 4.76841 0.44778 -2.66617
H 5.63779 -1.78305 -2.06107
H 4.09302 -3.56658 -1.33842
H 1.67396 -3.11908 -1.18442
S 3.19671 3.53939 0.38070
C 1.63689 2.94720 0.13190
N 1.44742 1.67075 0.38469
C 2.63837 1.07076 0.81658
C 2.83831 -0.27174 1.14660
C 4.09743 -0.67120 1.53276
C 5.16440 0.23773 1.60317
C 4.98368 1.56255 1.27765
C 3.70693 1.96423 0.88048
H 0.84507 3.59458 -0.20986
H 2.03777 -0.99345 1.07938
H 4.26954 -1.70929 1.78266
H 6.13981 -0.10739 1.91494
H 5.80223 2.26710 1.31916
*
```

Summary:
frontier orbital gap: 8.6 eV
LUMO: -5.9 eV
energy above the lowest of the compared OMol25 structures with the same formula, charge and spin: 11.9 kJ/mol
E_tot: -159863.5870 eV



[4]
C16H16F3N2O | ωB97M-V/def2-TZVPD

ORCA input file:
```
! RIJCOSX wB97M-V def2-TZVPD def2/J DEFGRID3
* xyz 1 1
C 0.34791 -1.33241 -2.81958
N 1.16733 -0.12509 -2.79828
C 0.36508 1.09336 -2.83904
N 2.23051 -0.14725 -1.81237
C 3.54484 -0.11843 -2.18120
O 3.94065 -0.11851 -3.31954
H -0.36739 -1.30559 -3.63714
H 0.99364 -2.19717 -2.95289
H -0.19203 -1.42878 -1.88164
H -0.34507 1.06336 -3.66116
H -0.18328 1.20682 -1.90801
H 1.01909 1.95084 -2.97848
H 1.91820 -0.10430 -0.84545
H 4.29744 -0.10075 -1.40501
F 0.99042 -2.96870 3.70552
C 0.09730 -2.76454 2.70878
C -0.54738 -3.83784 2.12324
C -1.45634 -3.63319 1.10061
F -2.08370 -4.68812 0.53226
C -1.71712 -2.35538 0.66489
C -1.08061 -1.23258 1.23108
C -1.42622 0.04076 0.71276
C -1.02257 1.35982 1.04058
C -1.62072 2.41803 0.32343
C -1.29438 3.72642 0.57219
C -0.36470 4.03730 1.54292
C 0.24353 3.02943 2.27139
F 1.15709 3.33259 3.22332
C -0.07863 1.71630 2.02431
C -0.16571 -1.48725 2.27222
H -0.34099 -4.83465 2.46456
H -2.43726 -2.22687 -0.12259
H -2.15210 -0.00868 -0.08335
H -2.35482 2.18556 -0.42834
H -1.76797 4.51498 0.01236
H -0.09661 5.05675 1.75126
H 0.42594 0.98860 2.62111
H 0.35664 -0.70486 2.77531
*
```

Summary:
frontier orbital gap: 4.9 eV
LUMO: -6.9 eV
E_tot: -30022.0903 eV



[5]
C10H16 | ωB97M-V/def2-TZVPD

ORCA input file:
```
! RIJCOSX wB97M-V def2-TZVPD def2/J DEFGRID3
* xyz 0 1
C -0.62494 3.03716 2.02593
C 0.16657 2.44368 0.84574
C -0.30938 1.12818 0.67579
C 0.79106 0.11613 0.55782
C 0.46579 -1.23836 0.61838
C -0.87548 -1.61864 0.47962
C -1.96309 -0.77251 0.43366
C -1.58567 0.65430 0.45622
H -1.29167 3.88181 1.67935
H -0.02803 3.60994 2.74435
H -1.15322 2.32285 2.57086
H 0.00654 3.16362 0.03091
H 1.26968 2.58951 0.99893
H 1.79411 0.60444 0.44575
H 1.16011 -2.13066 0.59679
H -1.28383 -2.67135 0.49004
H -2.91598 -1.16464 0.19803
H -2.43124 1.34443 0.12776
C 2.20778 -2.31180 -2.77381
C 1.00176 -1.43439 -2.36763
H 1.86991 -3.21303 -3.31389
H 2.93230 -1.91031 -3.43136
H 2.72222 -2.81398 -1.98663
H 1.06706 -0.50916 -1.72757
H 0.24639 -1.99064 -1.93395
H 0.38927 -1.13530 -3.19972
*
```

Summary:
frontier orbital gap: 9.8 eV
structure (SMILES): CCc1ccccc1.CC
LUMO: 1.0 eV
energy above the lowest of the compared OMol25 structures with the same formula, charge and spin: 249.7 kJ/mol
E_tot: -10627.1560 eV